This record from OMol25 describes the ion C5H9N2O3 with charge +1. The level of theory is wB97M-V/def2-TZVPD.

Calculated values
net charge: +1
HOMO (spin up / spin down): -10.087 / -14.771 eV
Kohn-Sham gap (spin up / spin down): 5.926 / 7.509 eV
multiplicity: 3

Positions of all 19 atoms, in Å:
O -0.76 -2.42 -0.60
O 1.51 -1.73 -0.28
O -0.54 -1.86 2.84
N -0.13 -0.07 -0.51
N -0.80 0.15 1.69
C -0.40 -1.17 1.92
C -0.44 0.78 0.47
C 0.51 0.55 -1.60
C -0.37 2.25 0.32
C 0.11 -1.50 -0.16
H -0.02 1.45 -1.82
H 0.55 2.52 0.85
H -1.05 0.68 2.58
H 1.66 -2.58 -0.69
H -0.40 -3.02 -1.28
H 0.65 -0.02 -2.53
H -0.32 2.48 -0.73
H 1.53 0.75 -1.27
H -1.29 2.76 0.81